1.
This record from OMol25 describes a 6-piece molecular cluster, C39H72NO7Si overall at a distorted geometry. The level of theory is ωB97M-V/def2-TZVPD.

Total charge: -1
Total energy: -65297.09735 eV
LUMO level: 0.0744 hartree
E_HOMO: -4.29 eV

XYZ file:
```
120
Properties=species:S:1:pos:R:3:mulliken_charge:R:1
C 0.7649 -0.5510 1.0046 -1.1269
C 0.1526 0.8546 0.3363 0.8438
N -1.3114 0.5717 0.0718 -0.2230
C 1.0388 1.2351 -0.9881 -0.8239
C 0.1998 1.9161 -2.2200 -0.6428
C -0.7658 3.1713 -1.7979 1.4534
C -0.3746 4.6118 -2.4741 -0.7554
C 0.3464 5.6835 -1.4654 -0.7021
C -0.4530 5.9705 -0.0636 -0.4437
C -2.0858 6.0401 -0.1931 -0.5442
C -2.8646 4.9216 0.7763 0.1305
Si -4.6877 4.6128 0.2347 0.1750
C -5.8107 4.7351 1.8423 -1.0767
C -5.3231 5.9060 -1.0978 -0.9976
C -5.0332 2.8736 -0.5164 0.7553
C -4.8416 2.5761 -2.1511 -0.2368
C -5.1957 1.0766 -2.7714 -0.5357
C -5.7579 -0.1914 -1.8486 0.0177
C -5.9199 0.1067 -0.2194 -0.6262
C -5.5702 1.6002 0.4208 -0.2739
C 0.3730 2.0061 1.5294 0.3785
O 1.5784 2.5960 1.7135 -0.7663
O -0.7044 2.4535 2.4440 -0.7854
H 0.2096 -1.4406 0.4845 0.2948
H 0.3957 -0.5422 2.1393 0.1439
H 1.9315 -0.5749 0.9181 0.2704
H -1.4712 0.1402 -0.8644 0.0043
H -1.7345 -0.0319 0.8271 0.3008
H 1.4693 0.2037 -1.4079 0.2664
H 1.9952 1.8953 -0.7653 0.2822
H 1.0158 2.3171 -2.9939 0.3013
H -0.3767 1.0436 -2.7752 0.1861
H -1.8576 2.9023 -2.1997 -0.4107
H -0.8515 3.2701 -0.6351 -0.8273
H 0.3482 4.4961 -3.4167 0.3857
H -1.3652 5.0905 -2.9042 0.2649
H 1.4545 5.3489 -1.2717 0.2845
H 0.4018 6.7177 -2.0542 0.3028
H -0.1737 5.1062 0.6904 0.1583
H -0.0379 6.9848 0.3945 0.3761
H -2.4985 6.0215 -1.2925 0.1933
H -2.4076 7.1006 0.2500 0.2826
H -2.2461 3.9288 0.9069 -0.1716
H -2.9189 5.4061 1.8655 0.3603
H -6.0711 5.8608 2.0293 0.2971
H -6.7867 4.1110 1.5777 0.2606
H -5.2477 4.2166 2.7307 0.2738
H -6.4699 6.0346 -0.8979 0.3168
H -5.1922 5.3751 -2.1473 0.2296
H -4.7012 6.8939 -1.0179 0.2722
H -4.4634 3.4109 -2.8857 0.0649
H -5.0893 0.8878 -3.9248 0.2419
H -6.0275 -1.2358 -2.3439 0.2167
H -6.3296 -0.7785 0.4310 0.2219
H -5.7224 1.7188 1.5797 0.2201
C -4.2042 -5.1535 -2.7398 -0.5245
C -2.9701 -4.3408 -3.0348 -0.5638
C -3.5585 -3.0057 -3.4361 -0.0702
O -4.7896 -2.8598 -2.7148 -0.2202
C -5.1220 -4.1222 -2.1207 -0.5671
H -4.0209 -6.0090 -2.0848 0.3344
H -4.6369 -5.5247 -3.6765 0.2281
H -2.3740 -4.2271 -2.1217 0.2744
H -2.3317 -4.7754 -3.8082 0.3437
H -3.7927 -2.9798 -4.5056 0.0239
H -2.8943 -2.1681 -3.2039 0.1468
H -4.9533 -4.0382 -1.0416 0.3311
H -6.1790 -4.3437 -2.2924 0.2632
C -6.4924 -3.4848 -8.4065 -0.5382
C -7.4299 -2.8644 -7.4030 -0.5629
C -6.6107 -2.9133 -6.1317 -0.2719
O -5.2339 -2.8068 -6.5195 -0.3539
C -5.1468 -2.9728 -7.9415 -0.4959
H -6.7162 -3.2158 -9.4419 0.3318
H -6.5267 -4.5774 -8.3204 0.2614
H -7.6307 -1.8222 -7.6782 0.2647
H -8.3867 -3.3851 -7.3144 0.3448
H -6.7387 -3.8693 -5.6129 0.1985
H -6.8619 -2.1044 -5.4397 0.2230
H -4.9223 -1.9938 -8.3788 0.2818
H -4.3301 -3.6585 -8.1834 0.2750
C 1.2285 0.1820 6.6237 -0.6269
C 1.1138 0.3000 5.1258 -0.3949
C 2.4517 0.8996 4.7518 -0.0549
O 3.4020 0.4330 5.7195 -0.4182
C 2.6871 -0.1787 6.8021 -0.5050
H 0.5505 -0.5561 7.0597 0.3461
H 1.0241 1.1534 7.0893 0.2783
H 1.0142 -0.6976 4.6819 0.1984
H 0.2669 0.9071 4.7960 0.2591
H 2.4270 1.9930 4.8081 0.2767
H 2.7755 0.6091 3.7482 0.1143
H 2.8391 -1.2614 6.7330 0.2571
H 3.0924 0.1705 7.7557 0.3004
C 7.7644 -1.2416 4.0793 -0.5146
C 6.6046 -0.5740 4.7719 -0.5186
C 5.4284 -1.0422 3.9429 0.1315
O 5.7687 -2.3388 3.4328 -0.4472
C 7.1653 -2.5680 3.6656 -0.2079
H 8.6492 -1.3522 4.7112 0.3406
H 8.0472 -0.6656 3.1901 0.2824
H 6.5151 -0.9552 5.7960 0.2885
H 6.6874 0.5148 4.8182 0.3449
H 5.2570 -0.3808 3.0871 0.1240
H 4.5045 -1.1064 4.5249 -0.1882
H 7.2529 -3.3098 4.4669 0.1988
H 7.6280 -2.9742 2.7619 0.1034
C 10.9170 -3.7723 3.0204 -0.3008
C 10.3335 -5.1070 2.6342 -0.5144
C 11.0990 -5.4336 1.3704 -0.4593
O 12.3923 -4.8271 1.4988 -0.3954
C 12.3672 -3.9330 2.6200 -0.4985
H 10.7914 -3.5272 4.0780 0.3437
H 10.4509 -2.9775 2.4259 0.1676
H 10.5589 -5.8485 3.4097 0.2756
H 9.2511 -5.0871 2.4843 0.3019
H 10.6135 -5.0019 0.4888 0.2651
H 11.2111 -6.5105 1.2148 0.2896
H 12.9525 -4.3905 3.4251 0.2639
H 12.8345 -2.9834 2.3451 0.2768
```

2.
This record from OMol25 describes one molecule with the formula C5H10O. The level of theory is ωB97M-V/def2-TZVPD.

Total energy: -7393.66921 eV
SMILES: OCCC1CC1
LUMO level: 0.0416 hartree
E_HOMO: -10.04 eV
Energy above the lowest of the compared OMol25 structures with the same formula, charge and spin: 1.096 eV

XYZ file:
```
16
Properties=species:S:1:pos:R:3:nbo_charge:R:1
O 2.0927 0.9926 -0.0828 -0.7177
C 1.8997 -0.4055 -0.0203 -0.0547
C 0.5001 -0.8343 -0.4585 -0.4241
C -0.5913 -0.2697 0.4290 -0.2384
C -1.9895 -0.1003 -0.0900 -0.4134
C -1.1448 1.1134 0.1742 -0.4436
H 1.3733 1.4015 0.4156 0.4673
H 2.0993 -0.7861 0.9956 0.1504
H 2.6566 -0.8406 -0.6811 0.1804
H 0.4484 -1.9315 -0.4562 0.2114
H 0.3334 -0.5083 -1.4935 0.2048
H -0.5107 -0.5600 1.4769 0.2124
H -2.1806 -0.3694 -1.1255 0.2134
H -2.8204 -0.3021 0.5800 0.2166
H -0.7650 1.6586 -0.6863 0.2183
H -1.4012 1.7419 1.0230 0.2170
```

3.
This record from OMol25 describes C41H104BF10NO43PtS15 as an isolated structure at a distorted geometry. The level of theory is ωB97M-V/def2-TZVPD.

Multiplicity: 3
Total energy: -327354.80774 eV
LUMO level (spin up / spin down): -0.0211 / -0.0743 hartree
E_HOMO (spin up / spin down): -10.35 / -10.38 eV
Energy above the lowest of the compared OMol25 structures with the same formula, charge and spin: 6.491 eV

XYZ file:
```
216
Properties=species:S:1:pos:R:3:lowdin_spin:R:1
Pt 25.7465 5.5807 18.5987 1.6152
B 27.9387 4.4175 19.6986 0.0016
F 27.6183 4.5491 21.0502 0.0002
F 26.9066 3.6982 19.0117 0.0715
F 27.9599 5.6911 19.0997 0.0246
F 29.1273 3.7489 19.5059 0.0013
C 26.2627 2.0529 16.5104 0.0009
F 26.2139 1.2623 15.4392 0.0003
F 25.2856 1.6812 17.3132 -0.0001
F 27.4189 1.9293 17.0987 0.0006
S 25.9177 3.8481 15.9128 0.0065
O 27.1236 4.6162 16.0462 0.0022
O 25.3175 3.7746 14.6023 0.0094
N 24.8544 4.4110 17.1220 0.0840
S 23.3634 4.1501 16.5851 0.0071
O 23.2010 2.8298 16.0280 0.0146
O 22.4440 4.4227 17.6550 0.0006
C 23.0326 5.3946 15.1695 -0.0001
F 21.8658 6.0072 15.4261 0.0000
F 24.0496 6.2539 15.0699 0.0001
F 22.9027 4.8580 13.9562 -0.0001
O 19.0922 0.1153 13.9363 0.0000
S 19.6810 -0.7874 14.9134 0.0000
O 20.4496 -1.9265 14.4985 0.0000
O 20.5973 0.0445 15.9631 0.0000
C 21.2726 -0.6380 17.0019 0.0000
C 22.7002 -0.1377 17.0654 0.0000
C 18.3688 -1.3177 16.0438 0.0000
H 21.1920 -1.7286 17.0158 0.0000
H 20.8235 -0.4136 17.9790 0.0000
H 22.6601 0.9369 17.2635 0.0000
H 23.2572 -0.2286 16.1336 0.0000
H 23.2671 -0.5408 17.9060 0.0000
H 17.7881 -2.0623 15.4954 0.0000
H 17.7479 -0.4706 16.3117 0.0000
H 18.8090 -1.9135 16.8407 0.0000
O 24.6193 4.8888 20.4169 0.0400
S 23.8014 4.9093 21.6003 0.0046
O 23.7873 3.8062 22.5001 0.0050
O 24.2088 6.2643 22.4282 0.0006
C 23.4846 6.6150 23.6097 0.0001
C 23.0218 8.0438 23.4244 0.0001
C 22.0747 5.3332 21.2191 0.0013
H 24.1666 6.5109 24.4542 0.0000
H 22.5978 6.0059 23.7935 0.0000
H 22.2411 8.2947 24.1465 0.0000
H 22.5098 8.0809 22.4613 0.0000
H 23.8231 8.7757 23.4936 0.0000
H 21.5044 4.9826 22.0778 0.0000
H 21.6174 4.8037 20.3825 0.0000
H 21.9729 6.3993 21.0444 0.0001
O 24.2233 -1.5742 11.5785 0.0000
S 24.4151 -0.9756 12.8656 0.0000
O 24.2001 -1.7245 14.0837 0.0000
O 25.8470 -0.2053 12.9149 0.0000
C 26.5363 0.0896 11.6984 0.0000
C 27.5959 1.1111 12.0984 0.0000
C 23.2668 0.4140 13.0596 0.0000
H 25.9329 0.3677 10.8327 0.0000
H 27.0681 -0.8185 11.3991 0.0000
H 28.3121 1.3136 11.3007 0.0000
H 28.1782 0.6307 12.8922 0.0000
H 27.2509 2.0299 12.5723 0.0000
H 23.4719 1.0273 13.9317 0.0000
H 22.2802 -0.0325 13.1699 0.0000
H 23.3223 0.9207 12.0971 0.0000
O 32.5685 2.1285 19.6158 0.0000
S 33.0489 2.9857 18.5668 0.0000
O 34.4575 3.1411 18.3384 0.0000
O 32.3830 2.5697 17.1440 0.0000
C 31.0840 1.9620 17.2310 0.0000
C 30.4746 2.4095 15.8808 0.0000
C 32.3416 4.6506 18.7092 0.0000
H 30.4129 2.3123 18.0146 0.0000
H 31.1618 0.8761 17.2698 0.0000
H 30.4565 3.4934 16.0129 0.0000
H 29.4759 1.9887 15.7663 0.0000
H 31.0914 2.1538 15.0211 0.0000
H 32.3241 5.0708 17.7073 0.0000
H 32.9119 5.2227 19.4333 0.0000
H 31.3024 4.5375 19.0223 0.0000
O 20.2892 2.1657 9.4243 0.0000
S 20.2248 1.3803 10.6390 0.0000
O 21.0392 0.2088 10.7226 0.0000
O 20.5711 2.2745 11.9561 0.0000
C 20.3523 3.6677 11.9009 0.0000
C 19.6185 4.0346 13.1995 0.0000
C 18.4524 1.0238 10.9414 0.0000
H 19.7222 4.0405 11.0919 0.0000
H 21.3055 4.1934 11.8351 0.0000
H 20.1413 3.8293 14.1371 0.0000
H 18.6927 3.4640 13.3153 0.0000
H 19.3397 5.0906 13.2528 0.0000
H 18.1754 0.4135 10.0840 0.0000
H 17.7506 1.8103 11.2013 0.0000
H 18.4624 0.3578 11.8054 0.0000
O 28.7211 5.8834 13.1530 0.0000
S 29.3356 4.6882 13.6855 0.0000
O 28.6201 3.4422 13.8572 0.0000
O 30.6662 4.3634 12.8074 0.0000
C 31.5003 3.2826 13.2856 0.0000
C 32.0235 2.5272 12.0665 0.0000
C 30.0984 5.2412 15.2286 0.0000
H 30.8711 2.5715 13.8224 0.0000
H 32.3065 3.6704 13.9055 0.0000
H 32.7482 1.7518 12.3092 0.0000
H 32.4371 3.2159 11.3312 0.0000
H 31.1594 2.0131 11.6457 0.0000
H 30.5964 6.1521 14.8862 0.0000
H 30.9339 4.6516 15.5988 0.0000
H 29.3232 5.4971 15.9428 0.0000
O 21.5448 7.6528 18.4240 0.0026
S 22.8863 8.0525 18.0649 0.0039
O 23.9948 7.1811 18.3740 0.0394
O 23.0314 8.5206 16.5212 -0.0001
C 21.9638 9.3230 16.0085 0.0000
C 22.0801 9.4337 14.4952 0.0000
C 23.3234 9.5771 18.9522 0.0025
H 21.9272 10.2956 16.5038 0.0000
H 20.9841 8.8663 16.1688 0.0000
H 21.1799 9.9561 14.1631 0.0000
H 21.9982 8.4550 14.0186 0.0000
H 22.9654 9.9230 14.0907 0.0000
H 22.4834 10.2443 18.7438 0.0003
H 24.2441 9.9792 18.5416 0.0001
H 23.2947 9.4103 20.0255 0.0000
O 17.0863 5.3268 18.9892 0.0000
S 18.4823 5.6204 18.8757 0.0000
O 19.2869 6.1100 19.9617 0.0000
O 19.2335 4.3379 18.2061 0.0000
C 18.6249 3.8214 17.0152 0.0000
C 19.0351 2.3764 16.8111 0.0000
C 18.6885 6.7866 17.4997 0.0000
H 18.8835 4.4201 16.1393 0.0000
H 17.5501 3.8380 17.2136 0.0000
H 18.5772 1.7870 17.6106 0.0000
H 20.1076 2.2273 16.9127 0.0000
H 18.6588 1.9820 15.8686 0.0000
H 17.8280 6.6353 16.8557 0.0000
H 19.6893 6.7572 17.0809 0.0000
H 18.6268 7.7602 17.9898 0.0000
O 24.2256 4.4848 9.7540 0.0000
S 24.9829 3.2810 9.9652 0.0000
O 24.5468 1.9963 9.4873 0.0000
O 26.4637 3.5971 9.4064 0.0000
C 27.3654 2.5044 9.3171 0.0000
C 28.7846 2.9235 9.6522 0.0000
C 25.3307 3.2155 11.7480 0.0001
H 27.3879 2.0768 8.3126 0.0000
H 27.0414 1.7011 9.9841 0.0000
H 28.9869 3.8287 9.0696 0.0000
H 29.5547 2.2466 9.2822 0.0000
H 28.9599 3.1406 10.7040 0.0000
H 25.9242 2.3189 11.9069 0.0000
H 24.3899 3.2412 12.2896 0.0000
H 25.8695 4.1308 11.9808 0.0000
O 26.8323 11.3748 12.6548 0.0000
S 26.0945 10.8972 11.5040 0.0000
O 26.7865 10.7319 10.2549 0.0000
O 25.2384 9.5644 11.9589 0.0000
C 24.5267 8.8336 10.9644 0.0000
C 24.4156 7.3569 11.2307 0.0000
C 24.6837 11.9712 11.1418 0.0000
H 25.0116 8.8844 9.9851 0.0000
H 23.5281 9.2510 10.8029 0.0000
H 25.3237 6.7977 10.9922 0.0000
H 23.6147 6.9289 10.6275 0.0000
H 24.2291 7.0017 12.2502 0.0000
H 24.0511 11.9317 12.0274 0.0000
H 24.1903 11.5454 10.2715 0.0000
H 24.9589 13.0025 10.9391 0.0000
O 28.4684 8.4181 16.3447 0.0022
S 27.0661 8.1213 16.3313 0.0061
O 26.4969 7.0510 17.1095 0.0450
O 26.2467 9.4685 16.7748 0.0014
C 26.6580 10.6845 16.1280 0.0004
C 25.3883 11.3289 15.6735 0.0001
C 26.5145 7.9550 14.6165 0.0018
H 27.3594 10.5527 15.3058 0.0000
H 27.0883 11.3101 16.9140 0.0000
H 25.7087 12.1412 15.0117 0.0000
H 24.7857 11.7996 16.4527 0.0000
H 24.7121 10.6934 15.1003 0.0000
H 27.1531 8.5961 14.0096 0.0002
H 25.4607 8.1333 14.4276 0.0000
H 26.7719 6.9509 14.2699 0.0000
O 28.1687 -2.4800 17.4602 0.0000
S 27.8189 -1.2434 16.8186 0.0000
O 28.1535 -0.0004 17.4831 0.0000
O 28.4336 -1.1807 15.2976 0.0000
C 28.1270 -2.3312 14.4618 0.0000
C 29.1774 -2.4277 13.3833 0.0000
C 26.0862 -1.1984 16.3178 0.0000
H 27.1343 -2.0899 14.0770 0.0000
H 28.0244 -3.2659 15.0141 0.0000
H 29.2422 -1.4798 12.8425 0.0000
H 28.8816 -3.1507 12.6233 0.0000
H 30.1620 -2.6252 13.8020 0.0000
H 25.7136 -2.1832 16.0553 0.0000
H 25.9964 -0.5177 15.4764 0.0000
H 25.5145 -0.7823 17.1445 0.0000
O 27.7455 -0.7081 21.4471 0.0001
S 26.6346 -0.3465 20.6134 0.0002
O 26.2194 -1.1351 19.4849 0.0001
O 25.3157 -0.0920 21.5516 0.0001
C 25.5876 0.3756 22.8758 0.0000
C 24.3491 1.0354 23.4547 0.0000
C 26.8626 1.3185 19.9954 0.0006
H 26.4399 1.0600 22.8852 0.0000
H 25.9045 -0.4739 23.4859 0.0000
H 24.6489 1.7226 24.2466 0.0000
H 23.6817 0.3232 23.9383 0.0000
H 23.8807 1.5970 22.6556 0.0000
H 27.8592 1.2053 19.5650 0.0001
H 26.8769 2.0775 20.7772 0.0001
H 26.1784 1.6711 19.2307 0.0001
```

4.
This record from OMol25 describes a 5-piece molecular cluster, C7H24N2O6 overall at a distorted geometry. The level of theory is ωB97M-V/def2-TZVPD.

Total energy: -22909.17424 eV
LUMO level: 0.0023 hartree
E_HOMO: -7.68 eV

XYZ file:
```
39
Properties=species:S:1:pos:R:3:nbo_charge:R:1
N -2.5114 17.4234 2.1625 -0.9449
H -1.9041 18.1428 2.6037 0.4508
H -3.1734 17.9620 1.5818 0.4670
H -3.0456 16.8687 2.8553 0.4442
H -1.9898 16.7737 1.5584 0.4359
N -5.2126 19.1178 0.8821 0.7013
O -4.0601 18.9833 0.3579 -0.6158
O -6.1808 18.4570 0.4227 -0.5061
O -5.3778 19.8741 1.8561 -0.5220
C 0.3921 16.1122 0.2972 -0.2597
O -1.0353 16.1516 0.0491 -0.7342
H 0.9176 15.8574 -0.6193 0.1879
H 0.6807 17.0595 0.7475 0.1918
H 0.5694 15.3764 1.0893 0.1657
H -1.2162 15.2608 -0.2733 0.4750
C -2.9739 21.1850 4.1369 -0.6434
C -1.5784 20.5442 4.2797 0.0972
C -1.3559 19.7327 5.5479 -0.6266
O -1.3820 19.7078 3.1409 -0.7567
H -3.7267 20.4493 3.8628 0.2477
H -2.9236 22.0026 3.4167 0.2157
H -3.3197 21.6710 5.0542 0.2089
H -0.7910 21.3066 4.3136 0.1626
H -1.8653 18.7628 5.5521 0.2011
H -1.7426 20.2443 6.4291 0.2226
H -0.3034 19.4959 5.7101 0.2119
H -1.2959 20.3179 2.3953 0.4918
C -2.7646 13.7236 2.8152 -0.6291
C -4.1561 14.3105 2.6011 0.0950
C -5.3162 13.4412 3.0670 -0.6316
O -4.1985 15.5309 3.3641 -0.7569
H -2.6048 12.7308 2.3878 0.2192
H -2.6014 13.6364 3.8921 0.2034
H -1.9727 14.3490 2.4009 0.2014
H -4.2786 14.5831 1.5534 0.1935
H -5.0825 13.0090 4.0422 0.2002
H -5.4581 12.6215 2.3566 0.2163
H -6.2809 13.9409 3.1078 0.2378
H -4.1211 15.4557 4.3187 0.4811
```

no.,molar mass (g mol⁻¹)
1,695.091
2,86.134
3,2176.122
4,232.277